{
  "formula": "C71H57N2O23S",
  "method": "wB97M-V/def2-TZVPD",
  "homo_lumo_gap_ev": 4.15,
  "charge": -1,
  "homo_ev": -5.06,
  "e_tot_ha": -4977.6106,
  "elements": ["C", "C", "C", "N", "C", "S", "C", "C", "C", "C", "C", "C", "N", "O", "C", "O", "O", "H", "H", "H", "H", "H", "H", "H", "H", "H", "H", "H", "H", "H", "H", "H", "H", "H", "C", "C", "C", "O", "C", "C", "C", "O", "H", "H", "H", "H", "C", "C", "C", "O", "C", "C", "C", "O", "H", "H", "H", "H", "C", "C", "C", "O", "C", "C", "C", "O", "H", "H", "H", "H", "C", "C", "C", "O", "C", "C", "C", "O", "H", "H", "H", "H", "C", "C", "C", "O", "C", "C", "C", "O", "H", "H", "H", "H", "C", "C", "C", "O", "C", "C", "C", "O", "H", "H", "H", "H", "C", "C", "C", "O", "C", "C", "C", "O", "H", "H", "H", "H", "C", "C", "C", "O", "C", "C", "C", "O", "H", "H", "H", "H", "C", "C", "C", "O", "C", "C", "C", "O", "H", "H", "H", "H", "C", "C", "C", "O", "C", "C", "C", "O", "H", "H", "H", "H"],
  "xyz": [[1.564365, -1.479657, -0.713647], [1.134201, -2.605135, -0.568719], [0.352367, -3.906893, -0.533244], [-0.443414, -4.220627, -1.721534], [-1.009746, -3.066154, -2.400382], [-2.185473, -2.260509, -1.232521], [-2.424111, -0.522127, -1.763253], [-2.088879, 0.393201, -0.524178], [0.201684, -5.167162, -2.640052], [-0.829522, -6.078461, -3.370495], [-2.251114, -6.105591, -2.733020], [-2.293948, -6.611188, -1.283561], [-1.548564, -7.765324, -0.834558], [-2.994288, -6.025712, -0.474217], [1.199686, -4.463008, -3.629919], [2.381264, -4.251519, -3.263397], [0.792367, -4.069466, -4.775725], [2.176449, -0.610791, -0.936388], [-0.332303, -3.856387, 0.345576], [1.081492, -4.710293, -0.277821], [-1.625157, -3.458430, -3.238159], [-0.273802, -2.374990, -2.863975], [-1.838487, -0.232116, -2.653087], [-3.510611, -0.383335, -1.952635], [-2.820843, 0.216913, 0.292913], [-2.026242, 1.456097, -0.822494], [-1.123257, 0.008280, -0.128458], [0.847066, -5.846660, -2.042769], [-0.479348, -7.120258, -3.513211], [-0.944401, -5.661431, -4.398896], [-2.806436, -5.154436, -2.767648], [-2.851628, -6.831651, -3.335567], [-1.988570, -8.016237, 0.054835], [-0.617214, -7.430008, -0.560064], [2.912506, -4.611698, -8.295201], [2.139938, -3.695973, -7.710529], [2.004040, -2.337887, -8.278450], [1.304417, -1.497186, -7.751484], [2.758484, -2.032011, -9.511849], [3.533087, -2.941712, -10.095594], [3.666044, -4.307460, -9.533135], [4.372662, -5.141571, -10.068767], [3.026373, -5.610964, -7.894553], [1.581211, -3.897274, -6.799570], [2.646548, -1.028639, -9.903297], [4.097504, -2.732083, -10.995767], [2.329796, -4.782866, 3.313293], [2.215539, -4.628756, 4.629688], [1.102947, -5.250647, 5.381833], [0.996070, -5.108718, 6.584324], [0.121177, -6.050358, 4.612304], [0.234325, -6.202037, 3.295103], [1.349665, -5.580150, 2.545797], [1.455529, -5.714064, 1.344498], [3.134639, -4.333747, 2.744616], [2.921858, -4.045862, 5.208131], [-0.686182, -6.496936, 5.178923], [-0.474783, -6.779486, 2.714936], [-1.315916, -1.873349, 4.541347], [-2.090394, -0.906534, 5.029358], [-2.132546, 0.430756, 4.392766], [-2.837987, 1.319283, 4.841026], [-1.289341, 0.651364, 3.197931], [-0.516437, -0.317847, 2.711829], [-0.470138, -1.652632, 3.345067], [0.237475, -2.534004, 2.898226], [-1.267632, -2.858135, 4.991330], [-2.721214, -1.046267, 5.906872], [-1.337026, 1.638350, 2.746317], [0.109131, -0.175919, 1.838697], [-3.549728, -0.050706, 8.667840], [-3.667610, 0.158136, 9.977154], [-4.770133, -0.452228, 10.757035], [-4.879646, -0.260863, 11.950214], [-5.735558, -1.305309, 10.023536], [-5.618008, -1.514324, 8.714314], [-4.515377, -0.903874, 7.935687], [-4.404920, -1.094447, 6.741514], [-2.751931, 0.387637, 8.080703], [-2.972064, 0.777412, 10.529150], [-6.533447, -1.742897, 10.610014], [-6.313466, -2.133340, 8.161674], [-3.801677, 3.918427, 3.685220], [-4.573904, 4.890427, 4.169814], [-4.619309, 6.228092, 3.535155], [-5.322788, 7.114479, 3.978578], [-3.773394, 6.447114, 2.336676], [-3.001633, 5.475921, 1.851750], [-2.956910, 4.138744, 2.487123], [-2.253577, 3.253091, 2.041137], [-3.752090, 2.930474, 4.137387], [-5.198773, 4.750072, 5.043087], [-3.818922, 7.435170, 1.884046], [-2.376234, 5.615593, 0.978166], [-4.023368, 9.613152, -0.245874], [-4.146842, 10.413385, -1.301726], [-3.514178, 11.751785, -1.328295], [-3.627910, 12.482655, -2.290909], [-2.737407, 12.165792, -0.137742], [-2.613341, 11.366212, 0.918568], [-3.246000, 10.027210, 0.946447], [-3.130995, 9.296602, 1.910134], [-4.479574, 8.631824, -0.208216], [-4.709331, 10.128121, -2.181600], [-2.281654, 13.146887, -0.177457], [-2.050193, 11.651677, 1.797935], [2.855154, -0.627154, 5.021067], [4.183232, -0.685844, 4.951341], [5.015942, 0.529394, 5.112253], [6.226260, 0.478114, 5.047944], [4.312998, 1.812109, 5.354585], [2.985175, 1.870824, 5.424058], [2.153602, 0.655208, 5.264012], [0.942994, 0.705846, 5.328900], [2.229391, -1.504071, 4.904470], [4.713498, -1.613301, 4.774970], [4.937802, 2.688699, 5.469861], [2.454703, 2.798353, 5.599371], [5.056790, -9.571898, -2.007606], [3.892576, -9.262374, -2.573551], [2.955191, -8.310510, -1.930792], [1.894556, -8.028644, -2.442259], [3.365412, -7.715293, -0.636837], [4.530400, -8.025988, -0.072216], [5.466423, -8.977307, -0.713270], [6.530923, -9.260528, -0.199349], [5.754218, -10.265203, -2.460669], [3.577081, -9.685733, -3.518805], [2.669307, -7.020295, -0.183643], [4.846597, -7.601601, 0.872459], [5.556440, 0.183942, -5.157246], [5.477320, 0.279844, -3.833328], [4.434486, -0.449782, -3.069557], [4.367967, -0.353636, -1.859023], [3.486448, -1.291330, -3.835076], [3.564858, -1.385135, -5.161796], [4.605808, -0.655664, -5.925974], [4.686688, -0.739378, -7.138159], [6.309839, 0.708976, -5.731837], [6.162133, 0.888375, -3.255156], [2.733726, -1.822796, -3.262944], [2.878468, -1.995771, -5.733049], [0.234562, 12.255800, -5.272771], [0.268153, 13.103657, -6.298215], [-0.767134, 14.151986, -6.463971], [-0.736223, 14.923699, -7.400741], [-1.838994, 14.220138, -5.444023], [-1.874944, 13.372343, -4.416689], [-0.838391, 12.324575, -4.252084], [-0.864262, 11.550621, -3.315769], [0.981319, 11.483709, -5.135572], [1.044116, 13.069008, -7.052552], [-2.585189, 14.992412, -5.582046], [-2.650484, 13.407585, -3.662702]],
  "atomic_forces_ev_per_a": [[0.4, -0.5, 0.0], [-0.7, 0.1, -0.4], [0.7, 0.7, 1.0], [0.6, 0.3, 0.0], [-0.7, -0.3, -0.9], [0.0, 0.0, -0.2], [-0.4, 0.6, 1.0], [0.5, -1.0, -0.4], [0.6, -1.1, -0.3], [-0.7, 0.8, -0.8], [0.4, -1.2, -0.1], [-0.5, 1.3, 0.7], [0.0, 0.6, -0.1], [0.0, -0.7, -0.5], [0.9, 1.1, -1.9], [-0.5, -0.6, 1.0], [-0.7, -0.7, 1.0], [-0.5, -0.5, 0.3], [0.4, 0.2, -0.5], [-0.8, 0.7, -0.8], [0.6, 0.2, 0.4], [-0.3, -0.1, 0.6], [-0.2, -0.4, 0.4], [0.7, -0.2, -0.4], [0.3, 0.3, -0.6], [-0.1, -0.4, 0.4], [-0.4, 0.7, -0.3], [-0.4, 0.6, -0.1], [0.1, 0.6, 0.4], [0.1, -0.3, 0.6], [0.5, -0.4, 0.2], [0.4, 0.3, 0.4], [0.1, 0.1, -0.3], [0.0, -0.3, -0.6], [0.0, 0.2, -0.1], [-0.1, -0.3, 0.1], [-0.1, 0.1, 0.1], [0.0, 0.0, -0.1], [0.2, 0.1, -0.3], [-0.1, 0.1, 0.0], [0.1, -0.2, 0.1], [0.0, 0.1, 0.0], [0.0, 0.0, 0.0], [0.0, 0.0, 0.2], [0.0, 0.0, 0.0], [0.0, 0.0, 0.0], [0.2, 0.1, 0.2], [0.1, -0.1, -0.1], [0.0, 0.1, 0.1], [0.0, 0.0, -0.1], [0.0, -0.1, -0.1], [-0.1, 0.0, 0.1], [-0.1, 0.1, -0.1], [0.2, -0.6, 0.5], [-0.1, 0.0, -0.1], [0.0, 0.0, 0.0], [0.0, 0.0, 0.0], [0.0, 0.0, 0.0], [-0.1, 0.1, 0.0], [0.1, -0.2, 0.3], [0.1, 0.0, -0.1], [0.1, -0.3, 0.2], [0.2, 0.1, -0.2], [-0.1, 0.1, 0.0], [0.0, 0.0, -0.2], [0.1, -0.2, 0.2], [0.0, 0.0, 0.0], [0.4, 0.1, -0.5], [0.0, -0.3, 0.2], [0.0, -0.1, 0.0], [0.1, 0.1, 0.1], [0.1, 0.0, -0.1], [0.0, 0.0, 0.2], [0.0, 0.0, -0.1], [-0.1, -0.1, -0.1], [-0.1, 0.0, 0.1], [0.0, 0.0, -0.1], [-0.6, -0.1, 0.5], [0.0, 0.0, 0.0], [0.0, 0.0, 0.0], [0.0, 0.0, 0.0], [0.0, 0.0, 0.0], [-0.3, -0.1, 0.2], [0.1, 0.0, -0.1], [-0.1, 0.0, 0.1], [0.0, 0.0, -0.1], [-0.1, 0.0, -0.3], [0.0, 0.1, 0.0], [0.1, 0.0, 0.0], [-0.2, 0.4, -0.1], [0.1, 0.3, -0.2], [0.0, 0.0, 0.0], [0.0, -0.4, 0.3], [0.0, 0.0, 0.0], [-0.1, 0.0, -0.1], [0.0, -0.1, 0.0], [0.1, 0.0, -0.1], [-0.4, -0.1, 0.4], [0.1, 0.0, 0.1], [0.0, 0.1, 0.0], [0.0, 0.0, 0.1], [0.1, 0.5, -0.2], [0.0, 0.0, 0.0], [0.0, 0.0, 0.0], [0.0, 0.0, 0.0], [0.0, 0.0, 0.0], [0.1, -0.1, 0.0], [-0.2, -0.1, 0.0], [0.2, 0.0, 0.0], [-0.1, 0.0, 0.0], [-0.1, 0.1, 0.0], [0.1, 0.1, 0.0], [-0.1, 0.0, 0.0], [0.1, 0.0, 0.1], [0.0, 0.0, 0.0], [0.0, 0.0, 0.0], [0.0, 0.0, 0.0], [0.0, 0.0, 0.0], [-0.1, 0.0, -0.1], [0.2, -0.1, 0.0], [-0.1, 0.2, -0.1], [0.0, -0.2, 0.0], [0.1, 0.1, 0.1], [-0.1, 0.0, 0.0], [0.1, 0.0, 0.1], [-0.1, 0.0, 0.0], [0.0, 0.0, 0.0], [0.0, 0.0, 0.0], [0.0, 0.0, -0.1], [0.0, 0.0, 0.0], [0.1, 0.1, 0.1], [0.1, 0.1, -0.1], [-0.2, -0.2, 0.0], [0.1, 0.2, -0.1], [-0.1, 0.0, 0.0], [0.1, 0.1, 0.0], [-0.3, -0.3, -0.1], [0.1, 0.1, 0.1], [0.0, 0.0, 0.0], [0.0, 0.0, 0.0], [0.1, -0.2, 0.0], [0.0, 0.0, 0.1], [0.1, 0.0, -0.1], [0.1, -0.1, 0.1], [-0.1, 0.1, -0.1], [0.0, -0.1, 0.1], [0.0, -0.1, 0.1], [-0.1, 0.3, -0.1], [-0.1, -0.1, 0.1], [0.1, 0.0, -0.1], [0.0, 0.0, 0.0], [0.0, 0.0, 0.0], [0.0, 0.0, 0.0], [0.2, 0.0, -0.2]]
}